No. 1
This record from OMol25 describes a structure of composition C2H10F6LiNO9S2 at a distorted geometry. The level of theory is ωB97M-V/def2-TZVPD.

Structure (XYZ):
```
31
C2H10F6LiNO9S2 (ωB97M-V/def2-TZVPD)
Li -0.2631 0.5726 1.8141
C 2.2959 -1.1059 -0.4711
F 3.5897 -1.3708 -0.4548
F 1.6934 -1.3969 0.7493
F 2.1980 0.1833 -0.8533
S 1.4695 -2.2113 -1.8365
O 2.4067 -2.3995 -2.9386
O 1.0281 -3.4284 -1.2149
N -0.0513 -1.3052 -2.1726
S 0.2854 -0.7138 -3.5531
O 1.4134 0.2363 -3.5754
O 0.1936 -1.5609 -4.7105
C -1.1613 0.5122 -3.7153
F -1.1995 1.2171 -4.8635
F -2.3934 -0.0438 -3.6796
F -1.0990 1.4658 -2.7456
O -1.9757 1.3731 2.2592
H -2.6989 0.9860 2.7526
H -2.2363 2.2846 2.1268
O -0.5288 -1.1511 3.0415
H -0.9243 -1.2619 3.9061
H -0.1791 -2.0155 2.8251
O -1.0563 0.2134 0.0068
H -1.4532 1.0003 -0.3666
H -0.6879 -0.2497 -0.7455
O 1.1495 1.8795 1.2563
H 1.2826 2.7379 0.8543
H 1.9899 1.6734 1.6658
O -0.8634 0.9489 4.9614
H -1.0289 1.6766 5.5609
H -1.1952 1.2536 4.1168
```

Values from the calculation:
- Gap between HOMO and LUMO: 7.9 eV
- Net charge: 0
- HOMO: -9.07 eV
- Strongest force on any atom: 5.71 eV/Å
- Energy above the lowest of the compared OMol25 structures with the same formula, charge and spin: 36.4 kcal per mole

---

No. 2
This record from OMol25 describes the ion C3H3O5S2 with charge -1 at a distorted geometry. The level of theory is ωB97M-V/def2-TZVPD.

Structure (XYZ):
```
13
C3H3O5S2 (ωB97M-V/def2-TZVPD)
O -2.1314 -1.4894 1.3592
S -2.0405 -0.9853 0.0678
O -2.4683 -1.8752 -0.9731
O -2.7137 0.3940 -0.1636
C -1.7116 1.4318 -0.3849
O -2.0963 2.4655 -0.9848
S -0.6978 1.6189 1.4473
C -0.3451 0.9326 -0.1708
C -0.2513 -0.4831 -0.1814
O 0.4288 -1.0680 1.1172
H 0.3697 1.5429 -0.9026
H 0.3505 -1.0033 -0.9878
H -0.3170 -1.0411 1.7292
```

Values from the calculation:
- Gap between HOMO and LUMO: 7.7 eV
- Net charge: -1
- HOMO: -4.19 eV
- Strongest force on any atom: 5.31 eV/Å
- Energy above the lowest of the compared OMol25 structures with the same formula, charge and spin: 27.8 kcal per mole

---

No. 3
This record from OMol25 describes a structure of composition C32H33ClF2HfN2O2SbSe4Te. The level of theory is ωB97M-V/def2-TZVPD.

Structure (XYZ):
```
79
C32H33ClF2HfN2O2SbSe4Te (ωB97M-V/def2-TZVPD)
Hf -0.7891 0.5469 1.4144
Se 0.3959 2.8310 2.4866
Se -0.2717 2.2588 4.6769
Te -2.6928 1.5109 4.6324
Se -2.7107 -0.4806 3.0610
F 1.0628 -2.0101 6.2039
C 1.4014 -1.4494 5.0150
C 0.4049 -0.9531 4.2037
C 0.7079 -0.3835 2.9644
C 2.0698 -0.3243 2.6098
C 3.0320 -0.8446 3.4611
F 4.3450 -0.8474 3.1010
C 2.7367 -1.4231 4.6788
C 2.4161 0.1638 1.2620
C 3.6426 0.7191 0.8978
C 3.8832 0.9898 -0.4333
C 2.9241 0.6558 -1.3808
C 1.7173 0.1614 -0.9331
N 1.4396 -0.0299 0.3629
H -0.6183 -1.0351 4.5441
H 3.5069 -1.8351 5.3141
H 4.3809 0.9317 1.6541
H 4.8212 1.4400 -0.7351
H 3.0844 0.8138 -2.4383
H 0.9267 -0.0908 -1.6229
Cl -5.0757 -5.1938 -3.3748
C -4.1967 -3.9607 -2.5069
C -4.8175 -2.7492 -2.2490
C -4.1205 -1.7795 -1.5474
C -2.8263 -2.0288 -1.1091
C -2.2177 -3.2469 -1.3863
C -2.9008 -4.2230 -2.0937
C -2.1241 -1.0181 -0.2813
O -2.5996 0.1139 -0.0605
O -1.0062 -1.3243 0.2625
H -5.8308 -2.5792 -2.5851
H -4.5698 -0.8202 -1.3278
H -1.2079 -3.4247 -1.0388
H -2.4420 -5.1771 -2.3130
C -4.0689 3.6234 -0.0403
C -3.1869 2.9070 0.8661
N -2.4612 2.3216 1.5249
H -4.0678 4.6850 0.1999
H -5.0797 3.2266 0.0281
H -3.6653 3.4733 -1.0432
C 3.0874 5.4254 -4.7515
C 2.1865 4.5955 -3.8758
C 2.0734 4.8292 -2.5170
C 1.2401 4.0713 -1.6952
C 1.2072 4.3688 -0.2327
C 0.4670 3.0390 -2.2390
Se -0.7894 1.9628 -1.2730
C 0.5836 2.7827 -3.6254
C -0.1823 1.6820 -4.3143
C 1.4316 3.5582 -4.4079
H 3.5656 6.2211 -4.1791
H 2.5305 5.8895 -5.5689
H 3.8764 4.8179 -5.2017
H 2.6548 5.6279 -2.0649
H 1.7564 5.2828 -0.0024
H 1.6696 3.5506 0.3251
H 0.1859 4.4562 0.1392
H -1.2082 1.6163 -3.9571
H 0.2697 0.7036 -4.1222
H -0.1848 1.8457 -5.3935
H 1.4949 3.3451 -5.4719
C -1.8083 -4.2436 2.1916
Sb 0.2861 -3.7865 2.0323
C 0.7801 -5.4665 0.7535
C 0.7709 -4.8830 3.8175
H -1.9738 -5.2992 1.9701
H -2.4045 -3.6295 1.5174
H -2.1267 -4.0290 3.2122
H 0.0125 -6.2404 0.8128
H 1.7297 -5.8866 1.0912
H 0.8994 -5.1539 -0.2848
H 0.4356 -5.9185 3.7325
H 0.2834 -4.4130 4.6728
H 1.8484 -4.8634 3.9852
```

Values from the calculation:
- Gap between HOMO and LUMO: 6.5 eV
- Net charge: -1
- HOMO: -4.39 eV
- Strongest force on any atom: 0.83 eV/Å
- Energy above the lowest of the compared OMol25 structures with the same formula, charge and spin: 10.5 kcal per mole

---

No. 4
This record from OMol25 describes the molecule C4H9N3 at a distorted geometry. The level of theory is ωB97M-V/def2-TZVPD.

Structure (XYZ):
```
16
C4H9N3 (ωB97M-V/def2-TZVPD)
H -2.4446 -0.9347 -0.3188
N -1.4852 -0.5771 -0.0302
C -0.7210 -1.0593 -0.9277
N -1.1741 -1.8608 -1.9641
C 0.6323 -0.5886 -0.9686
C 1.0470 0.3047 -0.0258
N 0.2773 1.1110 0.8323
C 0.8012 1.8450 1.8656
H -2.0728 -2.3682 -1.7499
H -0.5083 -2.2747 -2.5683
H 1.4607 -0.9602 -1.6645
H 2.1399 0.4547 0.2267
H -0.7353 0.8594 0.7765
H 0.7097 1.2843 2.8574
H 1.9189 1.9797 1.6378
H 0.1541 2.7849 2.0215
```

Values from the calculation:
- Gap between HOMO and LUMO: 8.8 eV
- Net charge: 0
- HOMO: -7.67 eV
- Strongest force on any atom: 5.11 eV/Å
- Energy above the lowest of the compared OMol25 structures with the same formula, charge and spin: 33.8 kcal per mole

---

No. 5
This record from OMol25 describes a cluster of 9 separate species, C27H53Cl9F6O12 in total at a distorted geometry. The level of theory is ωB97M-V/def2-TZVPD.

Structure (XYZ):
```
107
C27H53Cl9F6O12 (ωB97M-V/def2-TZVPD)
C -1.9780 20.5343 18.0368
C -1.0141 19.7648 18.8841
O -0.6604 18.4201 18.4483
C -1.4335 17.4415 18.8621
O -2.4227 17.4641 19.4818
C -0.7636 16.0882 18.5336
F -1.1110 15.8749 17.2531
F 0.5592 16.1219 18.6981
F -1.1837 15.0606 19.2448
H -2.1710 21.4861 18.5678
H -2.9708 20.0619 18.0172
H -1.6776 20.8240 17.0004
H -1.3423 19.7209 19.8850
H -0.0639 20.3516 18.9562
C -3.3733 22.8438 14.8215
C -4.6732 22.2020 14.4132
O -4.4898 20.7916 14.3789
C -3.7636 20.3250 13.3537
O -3.5698 20.9298 12.3264
C -3.1174 18.9175 13.7660
F -2.5208 18.3606 12.7292
F -2.1924 19.0412 14.6991
F -4.0958 18.1367 14.1924
H -3.3281 23.8861 14.6920
H -2.6184 22.3487 14.1609
H -3.0907 22.5390 15.8330
H -5.0199 22.5604 13.4528
H -5.4074 22.4113 15.1333
Cl 0.2218 24.2835 12.5974
C -0.9975 23.6417 11.5080
Cl -0.6970 21.8917 11.4156
Cl -0.9337 24.5698 9.9940
H -2.0865 23.6730 11.7620
Cl -1.3508 13.7591 13.1027
C 0.0549 14.8946 13.1597
Cl 1.2763 14.2913 14.2827
Cl -0.4258 16.5551 13.6189
H 0.6232 14.8192 12.2143
Cl -3.0028 20.0004 8.6549
C -4.6411 20.4638 9.1584
Cl -5.8735 19.9230 8.0833
Cl -4.6339 22.2193 9.4212
H -4.8547 20.1570 10.1619
C -7.2083 26.9947 13.3329
O -6.1360 26.8305 12.3991
C -5.8704 25.4799 12.2070
C -4.4055 25.1815 11.8255
O -3.5218 25.3694 12.9583
C -2.7726 26.5383 12.9205
H -6.7953 27.0686 14.3891
H -7.9655 26.2388 13.3264
H -7.6481 27.9915 13.1147
H -6.5566 24.9808 11.5286
H -6.0230 25.0085 13.1965
H -4.0531 25.7662 11.0264
H -4.3390 24.1121 11.5262
H -1.7936 26.2976 12.4856
H -2.6109 26.9470 13.9259
H -3.2116 27.3959 12.4154
C 2.3279 14.0631 10.4722
O 1.5699 15.1496 10.1263
C 0.6939 14.8736 9.0952
C -0.5790 15.7479 9.1971
O -1.4473 15.2556 10.1526
C -2.7315 15.8614 10.2238
H 2.8625 14.1669 11.4087
H 3.0267 13.7883 9.7661
H 1.6757 13.1745 10.5405
H 0.3837 13.7971 9.1782
H 1.2020 15.1079 8.1195
H -1.1800 15.7164 8.2070
H -0.3747 16.8276 9.3799
H -3.1924 15.9729 9.2424
H -2.6978 16.8635 10.6695
H -3.3728 15.3328 10.8929
C -5.2662 18.7281 17.4107
O -5.2892 19.8817 18.1938
C -5.6711 21.0150 17.5479
C -5.8588 22.0811 18.6096
O -4.6271 22.6616 18.9925
C -4.8118 23.5638 20.0896
H -6.2126 18.5693 16.9248
H -5.0156 17.8389 17.9847
H -4.4580 18.7327 16.6314
H -6.6068 20.8985 17.0005
H -4.8370 21.3801 16.9285
H -6.3178 21.6170 19.4875
H -6.5347 22.9206 18.3017
H -5.5148 24.3986 19.8300
H -3.8150 23.9516 20.3492
H -5.2599 23.1260 21.0268
C -5.7692 17.8890 11.5928
O -6.2497 19.1726 11.8438
C -7.5591 19.3355 12.3413
C -8.0660 20.7110 12.5775
O -7.5793 21.2970 13.8197
C -7.9944 22.7328 13.9365
H -6.4784 17.3284 10.8976
H -5.5198 17.2240 12.4261
H -4.8679 17.9240 10.8565
H -7.6166 18.7812 13.2783
H -8.2583 18.8369 11.6154
H -9.1669 20.6051 12.5133
H -7.6942 21.3817 11.7851
H -7.9523 22.9904 14.9615
H -8.9980 22.7585 13.5029
H -7.3880 23.4189 13.3436
```

Values from the calculation:
- Gap between HOMO and LUMO: 10.1 eV
- Net charge: 0
- HOMO: -9.74 eV
- Strongest force on any atom: 3.52 eV/Å